{"formula": "C25H60N3O4S", "method": "ωB97M-V/def2-TZVPD", "total_energy_ha": -1851.6755, "e_lumo_ev": -3.3161, "max_force_ev_per_a": 0.66, "charge": 1, "symbols": ["C", "C", "C", "O", "N", "C", "N", "N", "C", "C", "C", "S", "O", "O", "O", "H", "H", "H", "H", "H", "H", "H", "H", "H", "H", "H", "H", "H", "H", "H", "H", "H", "H", "C", "C", "C", "C", "C", "C", "H", "H", "H", "H", "H", "H", "H", "H", "H", "H", "H", "H", "H", "H", "C", "C", "C", "C", "C", "C", "H", "H", "H", "H", "H", "H", "H", "H", "H", "H", "H", "H", "H", "H", "C", "C", "C", "C", "C", "C", "H", "H", "H", "H", "H", "H", "H", "H", "H", "H", "H", "H", "H", "H"], "positions_angstrom": [[5.82373, -0.98411, 2.29292], [5.67030, -0.34584, 0.90896], [6.39862, -1.14491, -0.16705], [5.77353, -1.13905, -1.46308], [5.61796, 0.17575, -1.93059], [4.33239, 0.55918, -2.07448], [3.46064, -0.23683, -2.78230], [3.91863, 1.71187, -1.60769], [2.59817, 2.32046, -1.84860], [1.69484, 2.18822, -0.62422], [1.48763, 0.76320, -0.13241], [0.57182, -0.28507, -1.26374], [1.21833, -1.56625, -1.26242], [0.35769, 0.44232, -2.46685], [-0.83820, -0.44098, -0.56673], [5.65820, -2.06170, 2.24140], [5.07903, -0.57566, 2.97616], [6.80867, -0.78610, 2.71481], [6.08515, 0.66810, 0.95545], [4.60962, -0.23425, 0.66115], [6.41750, -2.20603, 0.07807], [7.44179, -0.82434, -0.26890], [6.28659, 0.84183, -1.55954], [3.96139, -0.68179, -3.54742], [3.01032, -0.97636, -2.23765], [4.56245, 2.24145, -1.03198], [2.76842, 3.37809, -2.05104], [2.16257, 1.86583, -2.73374], [0.74011, 2.66969, -0.84013], [2.14294, 2.74866, 0.20291], [0.95361, 0.75658, 0.81710], [2.43279, 0.24107, 0.03030], [-0.87133, -1.27694, -0.07148], [6.85480, -7.65658, 3.57485], [5.60091, -6.78934, 3.55111], [4.58342, -7.21453, 2.49295], [5.08826, -7.14324, 1.05016], [5.58747, -5.76648, 0.61482], [4.50918, -4.68855, 0.66674], [7.40205, -7.60534, 2.63207], [7.53666, -7.34096, 4.36505], [6.59917, -8.70268, 3.75468], [5.88362, -5.74235, 3.40087], [5.11790, -6.83202, 4.53040], [3.68352, -6.60162, 2.59814], [4.26839, -8.24195, 2.69705], [4.27954, -7.45458, 0.38178], [5.89129, -7.86983, 0.90585], [5.96827, -5.84205, -0.40714], [6.43764, -5.46504, 1.23404], [3.66369, -4.94774, 0.02622], [4.90246, -3.73026, 0.31926], [4.13250, -4.54433, 1.68098], [-5.06245, 5.17247, -3.68544], [-5.28621, 3.71706, -3.29042], [-4.35092, 3.23621, -2.18270], [-2.86288, 3.26936, -2.53474], [-2.47537, 2.45597, -3.76912], [-2.76856, 0.96719, -3.62712], [-4.06002, 5.33473, -4.08575], [-5.77275, 5.48559, -4.45098], [-5.18952, 5.83259, -2.82418], [-5.18579, 3.07687, -4.17131], [-6.31626, 3.59561, -2.94499], [-4.63439, 2.21940, -1.89672], [-4.51396, 3.85472, -1.29433], [-2.29756, 2.89301, -1.67284], [-2.54410, 4.30626, -2.67559], [-1.40402, 2.58949, -3.94832], [-2.98094, 2.85131, -4.65391], [-2.24176, 0.55976, -2.76336], [-2.44017, 0.41479, -4.50838], [-3.83366, 0.77012, -3.49665], [-7.34172, 4.39130, 0.17043], [-6.71190, 3.14844, 0.79025], [-7.73307, 2.15551, 1.34357], [-8.60916, 2.69795, 2.47467], [-7.83995, 3.21731, 3.68867], [-6.99827, 2.14965, 4.37926], [-7.91249, 4.96442, 0.90246], [-6.58021, 5.05689, -0.24075], [-8.01919, 4.11942, -0.64236], [-6.01388, 3.44626, 1.57857], [-6.11383, 2.63989, 0.03007], [-7.20714, 1.25979, 1.68584], [-8.38406, 1.82645, 0.52738], [-9.28788, 1.90290, 2.79873], [-9.24797, 3.49777, 2.09109], [-8.55874, 3.62329, 4.40465], [-7.20046, 4.05511, 3.39619], [-7.62241, 1.31687, 4.71065], [-6.49129, 2.55440, 5.25616], [-6.23166, 1.74728, 3.71429]], "mulliken_charge": [-1.25, 0.58, -0.71, -0.23, -0.30, 0.15, -0.24, 0.00, -0.87, -0.60, 0.07, 1.13, -0.74, -0.55, -0.45, 0.22, 0.39, 0.35, 0.35, -0.34, 0.40, 0.38, 0.37, 0.34, 0.18, 0.31, 0.37, 0.48, 0.19, 0.50, 0.59, -0.39, 0.37, -1.22, -0.20, -0.68, -0.88, -0.35, -0.66, 0.28, 0.39, 0.30, 0.10, 0.36, 0.29, 0.41, 0.37, 0.34, 0.44, 0.23, 0.36, -0.16, 0.27, -1.23, -0.54, -0.51, -0.56, -0.52, -1.10, 0.29, 0.40, 0.27, 0.33, 0.34, 0.38, 0.25, 0.22, 0.38, 0.36, 0.36, 0.08, 0.39, 0.39, -1.21, 0.41, -0.90, -0.80, -0.32, -1.20, 0.42, 0.30, 0.25, 0.24, -0.21, 0.33, 0.42, 0.40, 0.31, 0.38, 0.23, 0.30, 0.38, 0.27]}

{"formula": "C2H9O3", "method": "ωB97M-V/def2-TZVPD", "total_energy_ha": -307.3411, "e_lumo_ev": 4.2302, "de_lowest_kcal_mol": 3.4, "max_force_ev_per_a": 0.89, "charge": -1, "symbols": ["C", "O", "C", "H", "H", "H", "H", "H", "H", "H", "O", "H", "H", "O"], "positions_angstrom": [[0.94514, 0.90806, 0.99358], [0.00095, -0.09856, 1.24835], [1.67339, 0.75860, -0.33863], [0.47873, 1.90547, 0.99185], [1.64363, 0.86358, 1.83656], [1.07277, 1.17650, -1.13524], [2.56583, 1.38511, -0.32269], [1.91780, -0.26696, -0.55595], [-2.36279, -1.15572, -0.83303], [-3.15886, -0.66873, 0.35976], [-3.29162, -0.88888, -0.56833], [-0.49827, -2.14349, -1.10689], [-0.29120, -0.55953, 0.37870], [-0.69549, -1.21546, -0.94805]], "mulliken_charge": [-0.23, -0.61, -1.05, 0.17, 0.25, 0.28, 0.38, 0.28, 0.45, 0.27, -0.72, 0.16, 0.45, -1.09]}

{"formula": "C6H13N2O", "method": "ωB97M-V/def2-TZVPD", "total_energy_ha": -420.9829, "e_lumo_ev": [4.0663, 4.0631], "max_force_ev_per_a": 4.92, "charge": -1, "symbols": ["C", "C", "C", "C", "C", "C", "N", "N", "O", "H", "H", "H", "H", "H", "H", "H", "H", "H", "H", "H", "H", "H"], "positions_angstrom": [[0.98399, 1.34674, -0.22790], [-0.45037, 1.58460, -0.81510], [1.55381, -0.08855, -0.39596], [-1.49472, 0.63618, -0.22222], [-1.56703, 0.45946, 1.28707], [0.96626, -2.34200, 0.17056], [0.92657, -0.93162, 0.47110], [-1.19273, -0.71960, -0.81433], [-1.90783, -1.64786, -0.37544], [1.72855, 2.15173, -0.50372], [0.96069, 1.56564, 0.78663], [-0.64741, 2.51873, -0.46260], [-0.36128, 1.42684, -1.82867], [1.74760, -0.20534, -1.51433], [2.73781, 0.15028, -0.13022], [-2.47688, 1.02801, -0.75500], [-2.46397, -0.34256, 1.49606], [-1.70489, 1.45863, 1.72310], [-0.72165, 0.08872, 1.72942], [0.10161, -2.94957, 0.32830], [1.48937, -2.38050, -0.84302], [1.79249, -2.80795, 0.89628]], "mulliken_charge": [-0.92, -1.26, -0.56, 0.42, -1.31, -0.95, -0.37, -0.02, -0.52, 0.43, 0.40, 0.47, 0.54, 0.38, 0.15, 0.32, 0.24, 0.37, 0.41, 0.28, 0.27, 0.23]}

{"formula": "C8H18IN4O2V", "method": "ωB97M-V/def2-TZVPD", "total_energy_ha": -1924.9869, "e_lumo_ev": [-17.5121, -17.5230], "max_force_ev_per_a": 1.68, "charge": 4, "symbols": ["V", "C", "C", "N", "O", "C", "C", "N", "O", "H", "H", "H", "H", "H", "H", "H", "N", "C", "C", "N", "C", "C", "H", "H", "H", "H", "H", "H", "H", "H", "H", "H", "H", "I"], "positions_angstrom": [[-0.29792, 0.69317, -0.56491], [-1.21976, 4.30550, 1.56927], [-1.12971, 2.94854, 1.03170], [-0.08967, 2.32784, 0.54800], [1.17262, 2.80830, 0.43996], [-2.34927, 2.00166, 0.92877], [-3.66383, 2.14266, 1.57068], [-1.92183, 1.05157, 0.17262], [-1.90761, -0.19340, -0.31048], [-0.28154, 4.85593, 1.54577], [-1.55881, 4.23803, 2.61508], [-1.99666, 4.85822, 1.02407], [1.19940, 3.78137, 0.35129], [-3.83205, 3.17633, 1.87132], [-3.67832, 1.50249, 2.46684], [-4.45609, 1.79954, 0.90018], [2.38318, -3.59405, -0.94918], [2.11526, -2.99750, 0.41196], [1.74150, -1.52893, 0.30403], [0.53272, -1.30358, -0.59457], [0.84894, -1.89442, -1.96448], [1.21535, -3.36973, -1.88115], [2.55289, -4.60301, -0.85175], [3.24939, -3.21616, -1.34840], [3.01113, -3.11006, 1.02223], [1.32000, -3.59772, 0.85557], [2.56035, -0.93406, -0.10430], [1.52231, -1.16418, 1.30783], [-0.24292, -1.85090, -0.21179], [1.66488, -1.30592, -2.38488], [-0.02109, -1.80220, -2.61204], [1.48824, -3.74230, -2.86841], [0.39660, -3.98088, -1.49915], [-0.32771, 1.69785, -2.79170]], "mulliken_charge": [0.62, -1.20, 0.58, 0.05, -0.35, 0.34, -1.13, 0.37, -0.45, 0.42, 0.41, 0.41, 0.39, 0.41, 0.38, 0.42, -0.13, -0.85, -0.63, 0.22, -0.89, -0.86, 0.38, 0.40, 0.43, 0.41, 0.47, 0.44, 0.48, 0.49, 0.49, 0.43, 0.41, 0.64]}